Here is a single C21H26N2O2 molecule from OMol25. Energies are from wB97M-V/def2-TZVPD.

```
51
C21H26N2O2 wB97M-V/def2-TZVPD
C 5.1278 0.1521 2.2557
O 4.4240 0.1347 1.0324
C 3.0909 -0.2325 1.1549
C 2.7329 -1.5809 1.0853
C 3.7733 -2.6444 0.9018
C 1.3927 -1.9205 1.1896
C 0.4124 -0.9452 1.3134
C -1.0167 -1.3534 1.3735
O -1.4072 -2.2571 2.0792
C -1.9220 -0.6212 0.4132
C -3.2205 -0.1316 1.0549
C -4.0796 0.5223 -0.0224
C -4.3424 -0.4804 -1.1531
N -3.1558 -1.0837 -1.7167
C -2.5095 -0.4366 -2.8440
C -1.4549 0.5913 -2.5046
C -1.7474 1.9469 -2.3832
C -0.7297 2.8204 -2.0373
C 0.5429 2.3145 -1.8233
C 0.7371 0.9501 -1.9768
N -0.2284 0.1159 -2.3139
C -2.2778 -1.6258 -0.7162
C 0.7865 0.3925 1.3640
C 2.1200 0.7621 1.3050
C 2.5168 2.2053 1.3957
H 5.1296 -0.8333 2.7330
H 6.1496 0.4402 2.0142
H 4.6996 0.8797 2.9535
H 4.0228 -3.1010 1.8603
H 4.6772 -2.2198 0.4720
H 3.3999 -3.4275 0.2462
H 1.0965 -2.9583 1.1528
H -1.3903 0.2260 -0.0221
H -2.9990 0.5825 1.8519
H -3.7458 -0.9802 1.4973
H -5.0329 0.8487 0.3966
H -3.5606 1.4002 -0.4134
H -4.9124 -0.0081 -1.9562
H -4.9488 -1.3002 -0.7475
H -2.0159 -1.2271 -3.4210
H -3.2866 0.0164 -3.4633
H -2.7484 2.3085 -2.5683
H -0.9258 3.8793 -1.9411
H 1.3649 2.9604 -1.5582
H 1.7097 0.5008 -1.8245
H -1.3623 -1.9651 -1.2038
H -2.7739 -2.4846 -0.2500
H 0.0358 1.1605 1.4849
H 3.4372 2.3784 0.8430
H 1.7297 2.8429 1.0005
H 2.6848 2.4859 2.4364
```

Its charge is 0. For the LUMO energy, the calculation gives 0.7 eV. Its SMILES is COc1c(C)cc(C(=O)[C@@H]2CCCN(Cc3ccccn3)C2)cc1C.



Here is a molecular structure, C42H40N6O4Sn from OMol25. Energies are from wB97M-V/def2-TZVPD.

```
93
C42H40N6O4Sn wB97M-V/def2-TZVPD
Sn -21.3741 -1.6723 3.1313
C -23.4015 -1.3598 -2.2256
C -24.1052 -0.5272 -1.3681
C -24.2257 -0.8439 -0.0223
C -23.5295 -1.9363 0.5115
C -22.8164 -2.8198 -0.3505
C -22.8165 -2.5234 -1.6949
N -23.4448 -2.0650 1.9182
C -24.5718 -2.1101 2.6579
C -25.8615 -2.3143 2.1642
C -26.9238 -2.6339 2.9840
C -26.7366 -2.8734 4.3336
C -25.4898 -2.6521 4.9216
C -24.4293 -2.1691 4.1137
N -23.2350 -1.7688 4.6544
N -23.1715 -1.7101 5.9831
C -22.0758 -0.9766 6.3455
C -21.8838 -0.7196 7.7516
C -20.8649 0.1201 8.1782
C -20.0229 0.6278 7.1616
C -20.2387 0.3630 5.8420
N -21.2358 -0.4264 5.4119
H -23.2980 -1.1028 -3.2737
H -24.5330 0.3992 -1.7217
H -24.8438 -0.2589 0.6199
H -21.2275 -4.1996 -0.3062
H -22.2882 -3.1591 -2.3927
H -25.9831 -2.2641 1.0884
H -27.9343 -2.7575 2.6161
H -27.5920 -3.2854 4.9142
H -25.2385 -2.7175 5.9622
H -22.5332 -1.2579 8.4495
H -20.6526 0.4092 9.2161
H -19.1632 1.2643 7.3785
H -19.5712 0.7817 5.0697
C -16.2860 -1.8711 3.9427
C -17.6358 -2.3402 3.4432
O -18.6935 -1.6515 3.6191
N -17.6403 -3.5217 2.8051
C -18.8207 -4.0883 2.2175
C -19.6453 -4.7448 3.3067
C -19.1982 -5.9417 3.8443
C -19.8924 -6.5544 4.8748
C -21.0894 -5.9695 5.2851
C -21.5167 -4.7918 4.6267
N -20.7837 -4.1577 3.7074
H -16.1912 -0.7817 3.9243
H -15.5200 -2.3111 3.2835
H -16.0839 -2.2308 4.9533
H -16.7282 -3.9634 2.7291
H -18.4840 -4.8335 1.4824
H -19.3769 -3.2695 1.7617
H -18.2754 -6.3729 3.4402
H -19.5045 -7.4700 5.3238
H -21.6729 -6.3607 6.1178
H -22.4889 -4.3725 4.8609
O -19.2364 -1.4313 -1.6157
C -19.4864 -0.1061 -1.4808
C -19.1812 0.7256 -2.5637
C -19.6102 2.0416 -2.5919
C -20.3102 2.5370 -1.4705
C -20.5107 1.7284 -0.3752
C -20.0423 0.4033 -0.2785
C -20.3379 -0.4473 0.8700
O -21.0474 0.1004 1.8487
O -20.0404 -1.6806 0.9638
H -18.9563 -1.6052 -2.5353
H -18.5930 0.3016 -3.3847
H -19.3904 2.6675 -3.4612
H -20.6659 3.5791 -1.4235
H -21.0489 2.1312 0.4790
C -22.2361 -6.5531 0.6196
C -22.9277 -5.4672 -0.2205
C -24.4046 -5.4273 0.2186
C -22.2489 -4.1333 0.1214
C -22.8909 -5.8162 -1.7273
C -21.8989 -6.6624 -2.2364
C -21.8653 -6.9761 -3.6134
C -22.7262 -6.3685 -4.5079
C -23.7884 -5.6296 -3.9881
C -23.8406 -5.3220 -2.6434
H -22.4160 -6.3375 1.6871
H -21.1531 -6.6483 0.5117
H -22.6568 -7.5564 0.4481
H -24.4684 -5.3197 1.3213
H -24.9612 -6.3463 -0.0558
H -24.9667 -4.5839 -0.2304
H -22.1151 -4.0342 1.2049
H -21.1461 -7.0875 -1.5835
H -21.0905 -7.6852 -3.9750
H -22.5728 -6.4829 -5.5743
H -24.6083 -5.3182 -4.6619
H -24.5657 -4.6298 -2.2990
```

Its charge is 0. For the LUMO energy (spin up / spin down), the calculation gives -1.0 / -1.0 eV.



Here is 2 unconnected molecules or ions with the total composition C16H22N2O3 from OMol25. Energies are from wB97M-V/def2-TZVPD.

```
43
C16H22N2O3 wB97M-V/def2-TZVPD
C 2.4127 1.9628 -2.6329
C 1.0534 2.0315 -2.1377
C -0.1671 1.6046 -2.7889
N 0.8861 2.6827 -0.9598
O -0.2691 2.7332 -0.4499
O 1.8985 3.1603 -0.3807
H 2.4596 1.4207 -3.5886
H 2.8417 2.9639 -2.7879
H 3.0843 1.4437 -1.9313
H 0.0465 1.1043 -3.7451
H -0.7465 0.9009 -2.1732
H -0.8306 2.4574 -3.0017
C -4.6677 -2.3072 0.3938
C -3.5768 -1.6823 -0.4700
N -2.4638 -1.1758 0.3413
C -1.2749 -1.0249 -0.2455
C -0.1158 -0.5601 0.3876
C 1.1385 -0.8349 -0.1257
C 2.3577 -0.4642 0.5334
C 3.5559 -1.1607 0.2419
C 4.7111 -0.9331 0.9664
C 4.7029 0.0218 1.9996
C 3.5398 0.7670 2.2833
C 2.3903 0.5617 1.5162
C -2.7017 -0.5485 1.6471
C -4.1903 -0.4678 1.9489
O -4.9864 -1.5998 1.5818
H -5.6059 -2.3079 -0.1913
H -4.4029 -3.3358 0.7145
H -3.1658 -2.4596 -1.1343
H -4.0211 -0.8449 -1.0373
H -1.2021 -1.3906 -1.2755
H -0.2167 -0.0054 1.3159
H 1.2118 -1.4817 -1.0083
H 3.5085 -1.9409 -0.5149
H 5.6188 -1.5021 0.7543
H 5.5962 0.1948 2.6070
H 3.5068 1.5179 3.0901
H 1.4997 1.1736 1.6920
H -2.2103 -1.1493 2.4307
H -2.2706 0.4634 1.6476
H -4.3327 -0.4165 3.0418
H -4.6020 0.4280 1.4452
```

Its charge is 0. For the LUMO energy, the calculation gives -1.6 eV.



Across the entries above, maximum force takes the values 0.6, 3.4, 1.8 eV Å⁻¹, respectively.